A cluster of 12 separate species, C42H72N12O6 in total at a distorted geometry. Source: the OMol25 dataset; level of theory: ωB97M-V with the def2-TZVPD basis set.

As for the strongest force on any atom: 4.86 eV/A. As for the charge: +1. As for the energy: -74877.752 eV. The value obtained for the HOMO-LUMO gap (spin up / spin down) is 5.956 / 2.101 eV. The value obtained for the HOMO energy (spin up / spin down) is -9.49 / -9.49 eV. The spin multiplicity is 2. As for the expectation value of S²: 0.76.

Element x y z (Å)
C 1.734500 -4.537263 0.302673
H 2.178451 2.527351 6.573596
O -4.750500 -4.389732 -2.134240
C 3.717418 1.595518 -0.813118
H 0.221404 -3.162696 -3.243049
H -6.944855 -4.132416 -0.197830
O 3.614995 -2.740142 -5.012032
H 0.998667 -1.967881 -4.428671
N -0.592614 0.360069 -1.254817
H -6.117642 -1.507867 5.144235
H 0.850361 3.336838 5.678243
H 2.403415 -0.165069 -6.003373
H 2.969076 6.794465 0.998994
H -2.051577 -3.690558 -0.362558
H -2.479266 -2.089084 0.107513
H -3.061864 -1.375621 2.160093
H -2.878143 -2.615831 -1.589745
H 6.319262 2.131340 1.084143
C 0.628129 -5.228726 -0.213134
H 1.915032 -3.448212 5.303092
C -4.353961 -0.217372 4.812411
C 3.462231 -2.893248 -3.815359
C 1.119686 1.471494 -5.999160
C 0.781488 -0.896322 -0.229627
N 2.262409 -3.073367 -3.329139
H -0.914505 -3.090151 2.044437
H -2.543278 0.428532 3.923084
N 0.576091 -4.884488 4.369537
H 2.270122 -3.226020 -2.330775
H -5.232368 -2.818196 3.057917
C -0.195663 -0.500576 0.693496
H 4.481640 -3.501425 -1.972518
C 2.245375 6.177938 1.532157
H -4.018440 0.601666 -2.311434
C 2.917377 -4.888045 -0.448247
C 1.330354 2.384594 5.903939
H 0.205771 3.866660 -7.605661
N 1.711967 1.741797 4.642708
H -1.878097 5.209500 4.260018
H -0.403096 4.608087 -1.404471
H 0.772675 -1.681433 3.635643
H -5.920219 -5.004036 0.901808
C 2.335275 0.771040 -5.449167
H 0.931898 -3.758021 -4.713679
H -1.153398 0.735646 -2.006193
H -4.229610 -3.135990 0.797787
C -0.352311 -3.486362 2.877111
C 4.604233 -2.809678 -2.805921
H 5.674556 -0.389891 0.839045
C -2.401824 0.551927 -3.854352
H 1.702014 -3.889445 1.166192
N 1.035579 -6.032125 -1.242890
H 2.735696 5.249051 1.823480
H 0.459467 -6.508152 -1.922295
H -0.896897 3.360924 -3.618817
H 3.285647 1.251899 -5.680786
C -0.344520 -4.799440 3.325611
H 2.201004 2.403807 1.499738
H -4.348478 0.592341 5.527070
N 1.127893 2.816419 -5.966280
C -1.064410 0.356092 0.044351
O -1.831107 2.324743 3.585834
H -4.480028 2.716696 2.719970
N -1.369793 1.407192 -4.119292
H -1.001068 3.520686 0.076637
H -0.645885 1.319354 -4.818095
C 1.162229 -3.636499 4.551938
C 0.503356 -2.724901 3.706582
H -2.422595 -0.446625 -4.265277
C -4.792345 -1.914252 3.452454
C -4.955701 -4.136931 -0.891546
H -1.922387 0.897391 0.414832
C 0.009982 3.645179 -6.556515
H -0.232855 4.326213 3.999439
N -4.063565 -3.520313 -0.121357
H 4.722283 -1.874263 -2.258971
H -0.416258 -5.366968 0.024642
C 2.401903 -5.791816 -1.425333
C 1.978166 2.406371 3.511729
H 1.771383 0.685644 2.077443
H 3.415141 1.563017 2.240596
C -1.546658 2.541538 -3.348955
N 0.764388 4.570592 0.310281
C 1.071150 5.876456 0.607977
H 2.809617 1.894226 -1.316174
H -3.495142 2.058121 1.335566
H 3.990667 -4.796352 -0.370558
H -0.131458 4.693572 -6.293875
H 0.993526 -0.649988 -2.435784
O 0.472478 6.850948 0.125484
C -3.947270 2.937128 1.794948
H -0.855969 -5.703206 3.028922
H -0.877782 5.299568 2.798636
H 2.005229 3.312792 -6.029556
C -1.885865 3.468040 3.078113
C 5.184272 0.453048 0.374863
C 4.672610 2.471633 -0.234541
H -6.416793 -5.789127 -0.696837
C -2.787687 -2.907246 -0.543328
H 5.530872 -3.119567 -3.289051
C -1.199144 4.652228 3.614593
N 5.563840 1.780238 0.513031
H 4.795496 3.539049 -0.125315
H 0.691918 1.678096 6.434382
H -0.208339 -0.835063 1.720311
H -0.981347 3.208610 -6.678081
C 1.002603 -2.959181 -3.975454
H 1.932971 6.748093 2.407043
C -5.226412 -1.216901 4.608103
C -6.153072 -4.880355 -0.155829
H 0.823548 -5.748257 4.830800
C 4.216858 0.289541 -0.641772
C -0.224199 3.935291 -0.565759
C -2.582287 2.297104 -2.435486
H -4.562730 3.537744 1.125192
H 1.116785 3.842772 0.915413
O 0.195427 0.780568 -6.374370
C -3.179075 1.042727 -2.828488
H -2.945772 4.825317 1.924672
H 0.207238 3.018548 -0.967679
H 1.754365 0.734893 4.576069
C 0.445354 -0.477037 -1.521460
N -2.863782 3.844773 2.152516
H 2.943607 -6.292188 -2.214373
H 3.854801 -0.688509 -0.922356
H 2.400862 0.588843 -4.376500
N -3.257001 -0.284603 3.969431
C -3.557374 -1.281924 3.115119
C 2.326179 1.610308 2.236481
O 1.975885 3.638072 3.499992
H 1.598268 -1.576760 -0.039148
H -2.940128 2.995752 -1.693701

Atoms 1-6, force components in eV/Å:
C -0.253 -0.328 0.004
H 0.236 0.278 -0.269
O -0.487 1.375 3.743
C 0.472 -1.465 -1.037
H -0.011 0.516 -0.049
H -0.493 -0.340 -0.050

Results of the Mulliken charge analysis, in e, for atoms 1 through 99:
1 C 0.581
2 H 0.326
3 O -0.671
4 C 0.152
5 H 0.268
6 H 0.283
7 O -0.687
8 H 0.218
9 N 0.249
10 H 0.416
11 H 0.290
12 H 0.324
13 H 0.362
14 H -0.084
15 H -0.347
16 H -0.022
17 H 0.434
18 H 0.234
19 C -0.963
20 H 0.416
21 C -0.660
22 C 0.810
23 C 0.651
24 C 0.205
25 N 0.482
26 H 0.525
27 H 0.299
28 N 0.009
29 H -0.303
30 H 0.421
31 C -0.854
32 H 0.064
33 C -0.793
34 H 0.518
35 C -1.574
36 C -0.888
37 H 0.409
38 N -0.087
39 H 0.397
40 H 0.450
41 H 0.334
42 H 0.294
43 C -0.980
44 H 0.401
45 H 0.783
46 H 0.136
47 C 0.198
48 C -0.627
49 H 0.424
50 C -0.698
51 H 0.558
52 N -0.032
53 H 0.053
54 H 0.269
55 H 0.507
56 H 0.539
57 C -1.031
58 H -0.427
59 H 0.442
60 N -0.206
61 C -1.424
62 O -0.594
63 H 0.311
64 N 0.605
65 H -0.125
66 H -0.201
67 C -0.750
68 C -0.225
69 H 0.466
70 C -0.414
71 C 0.659
72 H 0.522
73 C -1.106
74 H -0.091
75 N 0.048
76 H -0.043
77 H 0.555
78 C -0.424
79 C 0.320
80 H -0.164
81 H 0.305
82 C -0.255
83 N 0.322
84 C 0.716
85 H 0.484
86 H 0.178
87 H 0.652
88 H 0.408
89 H 0.576
90 O -0.676
91 C -0.810
92 H 0.427
93 H 0.271
94 H 0.298
95 C 0.538
96 C -0.989
97 C -0.831
98 H 0.320
99 C -0.118